[1]
C2H6N2S | ωB97M-V/def2-TZVPD

The HOMO-LUMO gap is 9.60 eV. The value obtained for the calculated total energy is -15982.4919 eV. The energy above the lowest of the compared OMol25 structures with the same formula, charge and spin is 99.3 kcal/mol. Its spin multiplicity is 1.

Atoms and positions in Å:
C 0.44029 -0.91558 -1.24050
C -0.03730 -0.39251 0.83076
H -0.36957 -0.07366 -1.71653
H 1.42368 0.00427 -1.13673
H 0.53689 -1.68934 -2.06465
H 0.02817 -0.97215 1.81359
H 0.70274 1.21341 1.66433
H -2.03919 1.32847 0.79639
N 0.05356 -1.41885 0.14269
N 0.16007 0.91618 0.84112
S -0.89934 1.99977 0.06955


[2]
C2H6N2S2 | ωB97M-V/def2-TZVPD

The HOMO-LUMO gap is 8.54 eV. The value obtained for the calculated total energy is -26817.5147 eV. The energy above the lowest of the compared OMol25 structures with the same formula, charge and spin is 99.2 kcal/mol. Its spin multiplicity is 1.

Atoms and positions in Å:
C 2.31975 1.05270 -0.05064
C -0.67065 -1.21067 0.07173
H 1.44990 1.37382 0.98236
H 2.12240 1.65657 -0.95074
H 3.46148 1.52731 0.27886
H -0.72684 -2.40862 0.13181
H -2.59682 -1.69724 0.16898
H -2.84347 1.41173 0.69154
N 0.28591 -0.35017 -0.40944
N -1.97822 -0.96079 -0.04975
S 2.02543 -0.76686 -0.41906
S -2.84887 0.37222 -0.44566


- Number 1 is which compound?
  C2H6N2S


- Which formula does entry 2 have?
  C2H6N2S2